Computed, not measured: a 14-piece molecular cluster, C45H83NO15 overall at a distorted geometry, with ωB97M-V/def2-TZVPD.

Each line ends with the Löwdin charge.
Geometry (Å):
C  -0.032  -1.850  -0.471  -0.1065
C  0.259  -1.643  -1.776  -0.0640
C  0.651  -0.362  -2.227  0.0408
C  0.931  0.642  -1.235  -0.1173
C  0.570  0.361  0.105  -0.0015
C  0.098  -0.874  0.453  -0.0908
N  1.416  1.967  -1.595  -0.3341
O  1.541  2.249  -2.800  0.0531
O  1.665  2.808  -0.725  0.0534
H  -0.493  -2.782  -0.179  0.1134
H  -0.031  -2.394  -2.497  0.1123
H  0.817  -0.186  -3.279  0.1125
H  0.802  1.090  0.868  0.1158
H  -0.137  -1.092  1.485  0.1128
C  0.595  5.802  -7.919  -0.0223
C  1.890  5.812  -8.772  -0.4709
O  1.803  5.471  -9.960  0.0307
C  3.194  6.001  -8.053  -0.0275
H  -0.224  5.431  -8.536  0.0785
H  0.504  6.875  -7.753  0.0779
H  0.783  5.279  -6.981  0.0756
H  3.998  5.839  -8.771  0.0870
H  3.299  5.330  -7.200  0.0856
H  3.192  6.990  -7.597  0.0851
C  -4.166  2.234  -4.201  -0.0193
C  -4.777  1.127  -5.071  -0.5096
O  -4.286  0.028  -5.098  0.0641
C  -6.008  1.476  -5.839  -0.0297
H  -3.541  1.773  -3.437  0.0782
H  -5.058  2.647  -3.732  0.0767
H  -3.634  2.937  -4.843  0.0877
H  -5.863  1.330  -6.909  0.0882
H  -6.126  2.557  -5.761  0.0706
H  -6.940  1.000  -5.533  0.0927
C  7.944  7.169  -1.414  -0.0302
C  6.938  7.235  -2.515  -0.4943
O  7.207  6.997  -3.702  0.0505
C  5.590  7.652  -2.069  -0.0410
H  8.155  8.133  -0.951  0.0904
H  8.863  6.765  -1.837  0.0840
H  7.616  6.476  -0.640  0.0855
H  5.495  8.685  -1.732  0.0881
H  5.238  7.010  -1.262  0.0856
H  4.880  7.633  -2.897  0.0817
C  0.904  5.437  8.364  -0.0269
C  1.077  4.066  7.725  -0.4641
O  2.166  3.475  7.838  0.0235
C  -0.132  3.496  6.992  -0.0237
H  1.868  5.807  8.714  0.0838
H  0.226  5.287  9.204  0.0876
H  0.391  6.054  7.626  0.0766
H  -0.848  4.279  6.741  0.0741
H  -0.629  2.805  7.673  0.0859
H  0.147  2.894  6.128  0.0826
C  5.465  6.373  4.853  -0.0264
C  6.138  5.299  4.024  -0.5072
O  7.275  5.408  3.590  0.0605
C  5.294  4.154  3.704  -0.0377
H  5.545  6.065  5.895  0.0907
H  4.434  6.569  4.557  0.0741
H  5.923  7.361  4.790  0.0796
H  5.465  3.714  2.721  0.0932
H  4.234  4.302  3.907  0.0783
H  5.531  3.299  4.336  0.0949
C  -0.303  6.675  2.054  -0.0203
C  -1.346  5.778  1.414  -0.5044
O  -1.923  4.873  1.967  0.0566
C  -1.905  6.246  0.083  -0.0258
H  -0.789  7.635  2.226  0.0882
H  0.490  6.796  1.316  0.0780
H  0.175  6.299  2.959  0.0774
H  -2.506  7.134  0.283  0.0888
H  -2.588  5.477  -0.278  0.0797
H  -1.045  6.353  -0.578  0.0815
C  -5.107  0.723  1.361  -0.0255
C  -5.588  1.011  2.766  -0.5257
O  -6.685  1.474  2.851  0.0761
C  -4.789  0.564  3.933  -0.0178
H  -4.724  1.650  0.934  0.0849
H  -5.955  0.405  0.755  0.0796
H  -4.366  -0.064  1.222  0.0695
H  -4.833  1.436  4.584  0.0900
H  -3.759  0.316  3.677  0.0761
H  -5.196  -0.327  4.412  0.0931
C  1.483  -1.905  7.880  -0.0284
C  2.735  -2.583  7.443  -0.5538
O  3.261  -3.353  8.191  0.0846
C  3.106  -2.436  6.026  -0.0242
H  1.686  -0.836  7.817  0.0832
H  1.311  -2.133  8.932  0.0845
H  0.587  -2.146  7.308  0.0850
H  3.314  -1.374  5.899  0.0871
H  2.260  -2.636  5.368  0.0914
H  4.041  -2.975  5.869  0.0909
C  -3.078  -10.629  -3.137  -0.0239
C  -1.838  -10.107  -3.924  -0.4466
O  -1.316  -10.653  -4.907  0.0437
C  -1.139  -8.966  -3.230  -0.0423
H  -2.891  -10.957  -2.115  0.0752
H  -3.534  -11.469  -3.661  0.0764
H  -3.754  -9.784  -3.011  0.0736
H  -0.197  -8.667  -3.689  0.0818
H  -0.972  -9.228  -2.185  0.0813
H  -1.741  -8.065  -3.341  0.0811
C  3.175  -6.879  1.006  -0.0268
C  4.050  -7.502  -0.110  -0.4646
O  4.082  -7.015  -1.252  0.0362
C  4.932  -8.659  0.272  -0.0287
H  3.875  -6.500  1.751  0.0777
H  2.433  -7.565  1.414  0.0762
H  2.602  -6.017  0.666  0.0711
H  5.464  -8.387  1.183  0.0820
H  5.699  -8.744  -0.497  0.0850
H  4.246  -9.505  0.335  0.0919
C  -0.579  -1.452  -9.042  -0.0267
C  0.789  -1.007  -8.579  -0.4756
O  1.657  -1.797  -8.222  0.0496
C  1.008  0.484  -8.341  -0.0292
H  -1.336  -1.090  -8.346  0.0824
H  -0.613  -2.542  -9.036  0.0804
H  -0.822  -1.193  -10.072  0.0831
H  1.957  0.757  -7.879  0.0785
H  0.174  0.881  -7.762  0.0766
H  1.088  0.946  -9.325  0.0816
C  -5.369  -6.321  -0.171  -0.0335
C  -5.697  -5.640  -1.443  -0.4791
O  -6.017  -6.225  -2.493  0.0401
C  -5.561  -4.110  -1.426  -0.0264
H  -5.366  -7.392  -0.373  0.0838
H  -6.180  -6.070  0.513  0.0925
H  -4.395  -6.010  0.209  0.0874
H  -6.245  -3.656  -0.709  0.0804
H  -5.741  -3.686  -2.414  0.0787
H  -4.518  -3.859  -1.234  0.0760
C  -4.741  -5.664  5.854  -0.0236
C  -3.287  -5.260  5.817  -0.4879
O  -2.898  -4.344  5.091  0.0295
C  -2.282  -6.095  6.610  -0.0213
H  -5.135  -5.568  6.866  0.0859
H  -4.687  -6.745  5.727  0.0843
H  -5.274  -5.110  5.081  0.0866
H  -1.369  -5.527  6.788  0.0780
H  -2.006  -6.946  5.987  0.0888
H  -2.784  -6.309  7.554  0.0796

Force components x, y, z for each atom (eV/Å):
C -0.9 -1.5 0.2
C -0.3 1.6 -1.9
C 0.9 0.4 1.4
C -1.5 -2.1 0.0
C 1.5 1.2 -0.8
C 0.2 0.6 1.3
N 0.5 2.2 -1.4
O -0.3 -1.1 1.5
O -0.4 -1.5 -0.3
H 0.2 -0.3 0.1
H 0.4 -0.1 -0.2
H 0.0 0.2 0.0
H -0.2 0.2 -0.1
H -0.1 0.1 0.1
C 1.6 0.9 -1.0
C -1.4 -2.8 -1.4
O 0.6 1.2 2.0
C -0.1 0.4 -0.3
H 0.1 0.0 0.3
H -0.7 0.1 0.6
H -0.3 0.1 0.0
H 0.1 0.3 0.3
H -0.2 -0.3 -0.2
H 0.3 0.2 -0.2
C -1.0 -1.1 -0.2
C 0.8 -0.3 0.6
O 0.1 -0.4 -0.1
C -0.2 1.3 -0.7
H 0.2 0.2 -0.3
H 0.3 0.7 0.2
H -0.1 0.2 0.3
H 0.1 -0.5 0.0
H -0.4 0.1 0.1
H 0.3 -0.2 0.2
C 1.0 -0.8 -0.3
C 0.7 0.3 -2.0
O -0.5 0.3 2.4
C -1.6 0.2 -0.5
H -0.2 0.1 -0.1
H 0.1 0.1 0.1
H -0.1 0.1 0.1
H 0.7 0.1 0.3
H 0.0 0.0 0.0
H 0.0 -0.4 -0.1
C -0.2 -1.0 -0.4
C 2.3 -0.7 0.3
O -2.5 0.9 -0.5
C 0.3 -0.1 0.4
H -0.2 0.1 -0.2
H -0.1 0.2 0.1
H 0.2 0.4 0.2
H 0.1 -0.1 -0.1
H -0.1 0.0 0.2
H 0.1 0.3 0.0
C 0.3 0.7 0.1
C 1.1 1.6 -0.8
O -0.8 -0.1 0.6
C -1.0 -2.1 0.0
H -0.4 0.0 0.1
H -0.1 -0.6 0.2
H 0.6 -0.3 -0.1
H 0.0 0.5 -0.2
H 0.0 0.3 -0.3
H 0.3 0.0 0.5
C 0.4 -0.6 -0.6
C -1.5 0.5 0.5
O 0.7 -0.5 0.6
C 0.6 -0.8 0.3
H 0.2 0.1 0.0
H 0.1 0.4 0.0
H -0.5 -0.2 0.0
H 0.4 0.3 -0.4
H 0.2 0.0 -0.1
H -0.4 0.6 -0.4
C 0.3 -0.2 -0.6
C 0.0 -1.8 -1.7
O -1.0 0.9 0.9
C 0.7 0.5 0.4
H 0.1 0.0 -0.1
H -0.2 0.3 0.1
H 0.3 0.1 0.5
H 0.2 -0.3 0.6
H 0.0 0.2 -0.1
H -0.4 0.2 0.0
C -0.1 1.0 0.8
C -2.0 -1.1 -0.2
O 1.4 -0.6 0.8
C 1.0 1.0 -0.1
H -0.4 0.3 -0.1
H 0.0 -0.1 -0.1
H 0.2 0.0 -0.2
H 0.1 0.2 -0.3
H 0.2 -0.4 0.0
H -0.4 -0.2 -0.5
C 0.3 0.2 -1.1
C 1.7 -1.8 -0.3
O -1.9 1.0 1.9
C 0.1 0.7 -0.6
H 0.7 0.0 -0.1
H -0.1 0.3 -0.1
H -0.3 -0.1 -0.3
H 0.1 -0.6 -0.1
H -0.2 0.2 0.1
H -0.4 0.0 0.5
C 0.2 0.1 -0.8
C -0.4 1.9 -1.9
O -0.2 -1.1 2.4
C 0.0 1.0 -0.5
H -0.2 -0.3 0.4
H 0.4 -0.3 0.3
H 0.2 -0.1 -0.4
H -0.4 -0.5 0.4
H -0.3 -0.5 -0.1
H 0.5 -0.4 0.3
C 0.2 -0.8 -0.2
C 1.4 -0.2 1.7
O -1.1 0.5 -0.9
C 0.1 -0.2 -0.7
H -0.1 0.2 -0.2
H 0.1 0.0 0.2
H 0.0 0.6 0.1
H -0.1 -0.6 0.3
H 0.0 0.2 -0.2
H -0.6 0.3 -0.1
C -0.2 -0.8 -0.3
C -0.3 0.4 -3.1
O 0.6 1.0 2.5
C 0.0 -0.5 -0.7
H 0.0 0.0 0.3
H 0.2 -0.1 0.4
H -0.2 0.1 0.2
H 0.3 0.0 0.2
H -0.3 -0.2 0.0
H 0.0 0.1 0.6
C 1.1 -0.3 0.3
C 1.2 1.4 -1.2
O -0.6 -1.1 1.0
C -0.6 1.0 -0.2
H -0.2 0.4 -0.1
H -0.5 -0.2 -0.5
H -0.2 -0.3 0.3
H -0.2 0.1 0.0
H -0.3 -0.4 0.4
H 0.4 -0.7 0.0

The value obtained for the total energy is -2947.540726 hartree. The spin multiplicity is 1. The HOMO energy comes out at -9.44 eV. The HOMO-LUMO gap comes out at 8.44 eV. Its relative energy (zero: lowest compared OMol25 entry of this formula, charge and spin) is 0.0 kcal per mole.